No. 1
Entry from the Open Molecules 2025 dataset: a 2-piece molecular cluster, C3H10N3O overall (ωB97M-V with the def2-TZVPD basis set).

Output
E   -359.7870 a.u.
Orbital gap   0.24265 Eh
HOMO energy   -2.80 eV
LUMO energy   3.80 eV

Structure (ORCA input):
```
! wB97M-V def2-TZVPD RIJCOSX def2/J DEFGRID3
* xyz -1 1
N -1.176 -0.442 -0.301
H -2.833 0.359 -1.368
H 3.936 -0.427 -0.379
H -0.888 1.564 0.272
H -1.280 0.351 -2.295
N 3.568 0.021 0.419
C -1.904 -0.211 -1.563
H -2.132 -1.194 -2.027
H 4.063 -0.037 1.278
H 0.568 -0.733 -0.503
C 2.205 -0.209 0.441
O -2.736 0.913 0.917
H 1.747 0.033 1.408
H -1.555 -1.293 0.126
C -1.461 0.716 0.741
N 1.616 -0.725 -0.569
H -0.834 0.316 1.588
*
```



No. 2
Entry from the Open Molecules 2025 dataset: one molecule with the formula C22H20ClN3O3 (ωB97M-V with the def2-TZVPD basis set).

Output
E   -1700.5590 a.u.
Orbital gap   0.29013 Eh
SMILES   COc1cc(CNc2ccc3[nH]c(=O)[nH]c3c2)ccc1OCc1ccc(Cl)cc1
HOMO energy   -7.35 eV
LUMO energy   0.54 eV

Structure (ORCA input):
```
! wB97M-V def2-TZVPD RIJCOSX def2/J DEFGRID3
* xyz 0 1
H -1.072 1.618 -3.788
C -0.696 -4.558 5.484
H 0.763 -5.177 4.103
C -0.667 -3.775 3.358
C -2.328 -1.979 2.045
C 2.018 3.163 -2.224
C -1.770 1.283 -1.101
C 2.571 2.618 -4.505
O 0.951 3.567 -0.050
C -0.191 1.881 1.055
C -0.848 2.313 -1.218
H -2.396 -3.444 6.040
N -3.211 -1.140 1.396
C 2.103 3.516 -3.565
H 0.430 -3.914 1.518
Cl 3.520 0.212 -5.275
O -0.416 -5.162 6.493
H -1.027 -2.320 0.370
C -1.352 2.644 -3.530
C -1.751 -3.179 4.024
N -0.046 -4.606 4.274
H -3.770 -0.572 2.014
H 1.793 4.502 -3.877
H -2.442 2.721 -3.452
H -2.404 1.037 -1.939
C 2.425 1.895 -1.834
C -1.925 0.557 0.074
N -1.742 -3.671 5.311
C 2.953 1.349 -4.099
H 2.377 1.611 -0.793
C -2.963 -0.548 0.109
C -2.582 -2.284 3.390
H -3.916 -0.146 -0.252
H 3.192 -0.006 -2.460
H -3.413 -1.829 3.906
C 1.483 4.152 -1.218
H 2.305 4.775 -0.844
H -2.668 -1.340 -0.588
C -1.131 0.874 1.162
H 2.633 2.894 -5.546
C -0.404 -3.472 2.039
C -1.239 -2.573 1.395
H 0.446 2.129 1.889
H -1.223 0.333 2.090
C -0.021 2.608 -0.118
H -1.001 3.318 -4.311
H 0.746 4.805 -1.698
C 2.886 0.982 -2.767
O -0.715 3.072 -2.353
*
```



No. 3
Entry from the Open Molecules 2025 dataset: one molecule with the formula C5H7FO (ωB97M-V with the def2-TZVPD basis set).

Output
E   -369.7000 a.u.
Orbital gap   0.34389 Eh
HOMO energy   -8.42 eV
LUMO energy   0.94 eV

Structure (ORCA input):
```
! wB97M-V def2-TZVPD RIJCOSX def2/J DEFGRID3
* xyz 0 1
F -1.728 1.046 -1.893
O -0.144 -2.136 -0.262
H 1.800 -0.681 0.376
C 0.231 0.963 0.655
C -1.063 1.076 0.297
C -1.618 0.293 -0.707
C 1.125 -0.063 -0.193
H 1.603 0.534 -0.861
H -2.403 -0.422 -0.778
C 0.091 -0.898 -1.006
H -1.700 1.822 0.685
H 0.048 -1.149 -2.069
H 0.751 1.582 1.385
H 0.396 -2.089 0.533
*
```



No. 4
Entry from the Open Molecules 2025 dataset: a 11-piece molecular cluster, C37H66O15 overall (ωB97M-V with the def2-TZVPD basis set).

Output
E   -2578.0632 a.u.
Orbital gap   0.33473 Eh
SMILES   O=C1CCCO1.O=C1CCCO1.O=C1CCCO1.O=C1CCCO1.CC(C)=O.CC(C)=O.CC(C)=O.CC(C)=O.CC(C)=O.CC(C)=O.CC(C)=O
HOMO energy   -9.25 eV
LUMO energy   -0.14 eV

Structure (ORCA input):
```
! wB97M-V def2-TZVPD RIJCOSX def2/J DEFGRID3
* xyz 0 1
H 2.922 -4.915 -1.735
H 3.990 -6.958 -1.474
H 0.539 -1.358 -4.311
H -1.919 4.859 -0.713
O -3.873 -3.458 -0.687
H -4.015 5.702 3.240
C -0.620 0.324 -6.934
C 2.893 -6.388 -3.274
H 1.676 -1.238 4.376
H 1.273 -0.502 -6.459
H -5.275 -1.509 0.206
O 2.231 -6.851 -4.171
H 4.591 0.296 3.331
H -3.735 -3.444 1.613
H -3.330 4.765 4.630
O 2.769 -0.380 1.609
C 3.092 3.459 2.088
C 3.874 -7.251 -2.517
C -2.620 0.436 5.614
C 0.233 -0.833 -6.437
O -2.244 4.756 2.890
H -2.207 5.237 -2.419
H 0.826 -2.172 -1.599
H -1.431 -1.105 4.596
H -5.262 3.860 2.634
C 3.099 -0.038 -3.719
C 2.719 -4.960 -2.802
O 2.969 1.860 -5.107
H -0.496 -5.042 1.111
O -1.001 -2.658 2.167
O -1.217 0.923 -5.861
C 4.232 -0.727 3.443
H 1.745 -4.561 -3.073
O -0.806 0.697 -8.047
O 1.904 5.160 -1.958
H -4.502 2.906 3.938
C -0.822 0.920 4.061
C 2.212 2.693 3.060
H 2.840 2.036 3.668
C -1.502 4.796 -1.719
C -1.900 -0.143 4.395
H 4.012 1.814 -2.009
H -3.329 -2.747 3.209
H -1.126 1.418 3.140
H -2.502 -0.280 3.496
H 3.205 3.161 -2.796
H 4.842 2.704 -3.299
H -1.080 -1.713 -4.938
C 1.818 -1.646 3.372
H 4.860 -7.190 -2.984
H 5.032 -1.340 3.018
C -0.492 0.194 0.512
H 0.179 1.000 -4.317
H 4.142 -0.986 4.496
H 1.982 -2.724 3.400
H -3.480 -4.525 2.967
H 4.333 3.401 0.374
H 0.162 0.483 3.917
H -1.773 -5.844 2.064
C -3.777 -2.331 -1.110
H -2.403 -0.880 -1.917
C -1.658 1.498 6.134
C -0.670 0.396 -4.645
C -4.775 -1.265 -0.730
C -2.658 -1.928 -2.046
C 0.795 4.748 -1.808
H -1.512 -0.205 0.552
H -5.558 -1.148 -1.486
C -3.160 -3.580 2.532
C -1.121 3.360 -2.069
H 0.932 2.695 -2.428
O -1.672 2.040 7.194
O -1.134 3.504 1.428
H 2.330 -0.079 -2.931
H 0.086 -1.709 -7.061
H -2.714 -0.339 6.370
C 3.589 2.753 0.846
H -1.809 -2.570 -1.795
H -2.897 -2.178 -3.081
C 3.879 2.320 -2.969
H 3.451 -4.341 -3.334
C 0.369 3.305 -1.729
H -3.818 2.877 1.043
C 0.848 -1.708 -0.616
H -1.275 3.132 -3.128
O 3.444 4.578 2.369
H -1.419 0.441 -3.858
C 0.199 -0.351 -0.706
H 0.349 -2.335 0.123
H 2.786 2.529 0.150
H 3.538 -8.285 -2.547
C -1.695 -3.653 2.195
H -0.347 -5.135 2.852
O -0.288 5.554 -1.756
H 1.468 2.062 2.574
H 0.000 -0.109 1.434
H 1.754 3.443 3.701
H 3.982 -0.515 -3.293
C 3.285 1.418 -4.026
C -3.401 2.883 2.049
C -2.127 3.699 2.070
H -3.145 1.853 2.299
H 1.857 -1.501 -0.252
C -3.513 4.794 3.562
H 0.880 -1.486 2.847
C -4.323 3.550 3.080
C -0.241 -1.020 -4.991
O 0.204 0.281 -1.742
H 4.190 1.892 1.152
C 2.942 -0.911 2.686
H -0.532 1.282 0.449
H 2.716 -0.581 -4.577
H -3.580 0.902 5.409
H -4.306 -0.280 -0.664
O -0.736 1.803 5.180
H 0.537 2.884 -0.738
H -1.718 2.599 -1.563
C -1.069 -5.020 2.040
*
```



No. 5
Entry from the Open Molecules 2025 dataset: one molecule with the formula C5H11NO (ωB97M-V with the def2-TZVPD basis set).

Output
E   -327.0704 a.u.
Orbital gap   0.31648 Eh
SMILES   C=C(O)N(C)CC
HOMO energy   -7.63 eV
LUMO energy   0.98 eV

Structure (ORCA input):
```
! wB97M-V def2-TZVPD RIJCOSX def2/J DEFGRID3
* xyz 0 1
H 2.868 -0.197 0.766
C 1.139 -0.480 -0.475
H -1.856 0.592 -1.630
C 0.359 0.858 1.379
H 0.411 0.310 2.331
H -0.424 1.622 1.459
H 1.581 -1.537 -1.883
H -1.663 -0.725 1.141
C 2.462 -0.358 -0.220
H -3.223 0.054 -0.627
H 3.113 -0.267 -1.089
N 0.088 -0.029 0.269
C -2.200 0.447 -0.601
H 1.317 1.359 1.211
C -1.274 -0.525 0.132
H -2.230 1.425 -0.107
H -1.240 -1.476 -0.405
O 0.772 -1.071 -1.651
*
```



No. 6
Entry from the Open Molecules 2025 dataset: C7H11F6NO11S3V as an isolated structure (ωB97M-V with the def2-TZVPD basis set).

Output
E   -3893.5332 a.u.
Orbital gap (alpha / beta)   0.17452 / 0.24410 Eh
HOMO energy (alpha / beta)   -0.33 / -2.22 eV
LUMO energy (alpha / beta)   4.42 / 4.42 eV

Structure (ORCA input):
```
! wB97M-V def2-TZVPD RIJCOSX def2/J DEFGRID3
* xyz -2 2
H 2.306 -1.672 2.562
N 0.787 -0.226 -3.214
O -4.169 1.655 3.805
H 0.867 -2.604 2.637
C -0.776 0.188 4.680
H 2.192 -3.056 1.428
O -1.033 -1.960 -4.058
C 2.503 1.975 -3.012
F -1.854 0.811 -4.785
O -1.980 2.759 4.263
H -0.235 0.529 3.797
H -2.357 0.326 1.630
F 2.704 1.847 -1.729
H -1.120 -1.693 5.585
O -1.501 -1.462 -1.390
O 2.278 0.373 -5.338
H -1.093 1.358 1.813
H -0.147 -1.822 4.298
F 0.018 1.322 -5.771
O 0.147 -0.622 1.009
O -0.798 1.098 -1.084
F 1.447 2.775 -3.164
H -2.623 2.126 1.275
S 2.196 0.202 -3.848
O 3.255 -0.595 -3.310
H 0.515 -1.060 5.873
O 0.926 -1.797 -5.448
C 1.110 -1.355 0.815
S 0.037 -1.122 -4.528
C -0.288 -1.145 5.141
C 1.638 -2.271 1.943
O 1.511 -1.434 -0.333
C -2.179 1.363 1.914
H -0.669 0.872 5.523
F 3.611 2.587 -3.493
C -0.809 0.361 -5.459
F -1.324 -0.137 -6.652
O -2.148 0.260 4.331
V -0.232 -0.409 -1.391
S -2.712 1.654 3.684
*
```



No. 7
Entry from the Open Molecules 2025 dataset: a 3-piece molecular cluster, H6O3 overall (ωB97M-V with the def2-TZVPD basis set).

Output
E   -229.2920 a.u.
Orbital gap   0.44302 Eh
SMILES   O.O.O
HOMO energy   -11.20 eV
LUMO energy   0.86 eV

Structure (ORCA input):
```
! wB97M-V def2-TZVPD RIJCOSX def2/J DEFGRID3
* xyz 0 1
H 4.480 -0.804 0.393
O 3.905 -0.400 -0.214
H 3.243 -1.139 -0.220
H 0.086 0.475 0.170
O 0.568 1.202 -0.213
H -4.684 -0.979 0.141
H 1.072 1.627 0.536
H -4.625 0.319 -0.463
O -4.046 -0.302 -0.129
*
```



No. 8
Entry from the Open Molecules 2025 dataset: C5H7LuO3 as an isolated structure (ωB97M-V with the def2-TZVPD basis set).

Output
E   -1654.5135 a.u.
Orbital gap (alpha / beta)   0.23112 / 0.11286 Eh
HOMO energy (alpha / beta)   -19.24 / -19.29 eV
LUMO energy (alpha / beta)   -12.95 / -16.22 eV

Structure (ORCA input):
```
! wB97M-V def2-TZVPD RIJCOSX def2/J DEFGRID3
* xyz 3 2
C -6.333 -4.492 1.375
H -3.887 1.924 1.296
O -5.283 -2.145 0.142
O -4.925 -4.231 1.001
H -6.159 -6.702 1.184
O -3.246 -3.118 0.393
C -3.996 0.855 -0.713
C -4.030 1.534 0.300
H -4.178 0.595 -1.745
Lu -2.794 -5.112 1.127
H -2.796 -2.231 0.131
H -6.594 -3.755 2.141
C -6.440 -5.882 1.846
C -4.592 -3.080 0.382
H -6.916 -4.306 0.461
H -6.851 -6.098 2.830
*
```



No. 9
Entry from the Open Molecules 2025 dataset: a 3-piece molecular cluster, C5H8O overall (ωB97M-V with the def2-TZVPD basis set).

Output
E   -270.3425 a.u.
Orbital gap   0.34955 Eh
HOMO energy   -8.74 eV
LUMO energy   0.77 eV

Structure (ORCA input):
```
! wB97M-V def2-TZVPD RIJCOSX def2/J DEFGRID3
* xyz 0 1
H 0.185 1.604 -1.081
H -1.326 0.807 1.504
C 0.899 -0.080 0.956
O -1.010 1.796 -0.235
H -1.483 -0.598 -1.274
H 0.569 -2.137 -0.038
C 1.366 -0.057 -0.312
C 0.294 -1.074 -0.017
H 0.900 1.127 -1.152
H -1.838 -1.305 0.325
C -1.061 0.741 0.436
H 1.291 -0.012 1.966
H 2.326 -0.134 -0.815
C -1.143 -0.654 -0.231
*
```



No. 10
Entry from the Open Molecules 2025 dataset: a 2-piece molecular cluster, C5H6Cl2 overall (ωB97M-V with the def2-TZVPD basis set).

Output
E   -1114.2539 a.u.
Orbital gap (alpha / beta)   0.28575 / 0.33074 Eh
HOMO energy (alpha / beta)   -8.76 / -9.49 eV
LUMO energy (alpha / beta)   -0.99 / -0.49 eV

Structure (ORCA input):
```
! wB97M-V def2-TZVPD RIJCOSX def2/J DEFGRID3
* xyz 0 1
H 1.381 -0.557 -3.003
H -0.351 -0.655 -2.414
H 0.785 -1.989 -2.189
H 0.114 -0.365 1.248
C 0.601 -0.899 -2.241
H -1.142 2.114 1.561
C 0.782 -0.271 -0.844
C -0.292 2.364 2.291
C 0.777 1.613 2.304
H -0.457 3.158 2.980
Cl 2.330 1.623 2.877
Cl 1.206 1.414 -1.107
C 0.247 -0.759 0.172
*
```



No. 11
Entry from the Open Molecules 2025 dataset: one molecule with the formula C2H4N2OS (ωB97M-V with the def2-TZVPD basis set).

Output
E   -661.4647 a.u.
Orbital gap   0.30966 Eh
SMILES   N/N=C\C(O)=S
HOMO energy   -8.89 eV
LUMO energy   -0.47 eV

Structure (ORCA input):
```
! wB97M-V def2-TZVPD RIJCOSX def2/J DEFGRID3
* xyz 0 1
C -0.246 1.042 -0.003
H -0.530 2.030 0.201
N -1.188 0.295 0.465
C 1.114 0.661 -0.504
S 2.278 1.742 -0.090
H -0.344 -1.246 1.146
H 0.350 -1.113 -0.682
N -0.853 -1.175 0.290
O 1.238 -0.522 -1.022
H -1.819 -1.715 0.200
*
```



No. 12
Entry from the Open Molecules 2025 dataset: C10H25AgIN5O5 as an isolated structure (ωB97M-V with the def2-TZVPD basis set).

Output
E   -1490.4137 a.u.
Orbital gap (alpha / beta)   0.21024 / 0.21038 Eh
HOMO energy (alpha / beta)   -11.35 / -11.35 eV
LUMO energy (alpha / beta)   -5.63 / -5.62 eV

Structure (ORCA input):
```
! wB97M-V def2-TZVPD RIJCOSX def2/J DEFGRID3
* xyz 1 2
H -0.473 -1.005 -6.923
C 3.259 2.590 5.631
H 4.890 5.414 -0.871
N -3.336 0.111 -6.652
C 3.625 4.166 -2.100
H 3.711 1.598 5.606
C 1.909 2.344 5.036
N -4.471 -1.962 4.676
H 3.187 5.055 -0.202
H -3.522 -2.271 4.829
I -3.853 4.602 0.525
H 3.774 3.380 5.084
H 3.234 2.998 6.641
H 2.105 -6.327 -1.739
C -1.509 -1.336 -6.990
H -3.645 -0.244 -7.546
H 4.944 5.284 -3.023
O 1.679 -3.496 -0.260
H 0.849 2.691 6.751
O 2.700 3.395 -2.163
H -6.236 -0.922 2.163
H 3.991 4.271 -4.085
C -4.687 -1.661 3.447
N 0.849 2.592 5.746
H 2.612 -4.768 -2.431
N 0.927 -5.455 0.224
Ag -0.728 0.809 -0.155
C 4.057 4.718 -0.765
H 4.457 3.859 -0.227
H 0.452 -5.057 1.022
N 4.188 4.629 -3.161
C -2.271 -0.424 -6.107
H -3.930 0.776 -6.178
H -5.129 -1.832 5.431
O -2.080 -0.315 -4.901
C 1.764 -4.714 -0.382
C 2.551 -5.358 -1.516
H -1.591 -2.344 -6.583
O 1.786 2.027 3.848
C -6.123 -1.658 2.959
H -0.046 2.764 5.311
H -6.703 -1.455 3.860
H -6.214 -2.677 2.586
O -3.749 -1.503 2.651
H 3.584 -5.538 -1.219
H 1.045 -6.457 0.183
H -1.836 -1.293 -8.029
*
```



E of number 8 (C5H7LuO3)? -1654.5135 a.u.



What is the formula in the tenth record? C5H6Cl2



Please write out number 7 again, unchanged.
Entry from the Open Molecules 2025 dataset: a 3-piece molecular cluster, H6O3 overall (ωB97M-V with the def2-TZVPD basis set).

Output
E   -229.2920 a.u.
Orbital gap   0.44302 Eh
SMILES   O.O.O
HOMO energy   -11.20 eV
LUMO energy   0.86 eV

Structure (ORCA input):
```
! wB97M-V def2-TZVPD RIJCOSX def2/J DEFGRID3
* xyz 0 1
H 4.480 -0.804 0.393
O 3.905 -0.400 -0.214
H 3.243 -1.139 -0.220
H 0.086 0.475 0.170
O 0.568 1.202 -0.213
H -4.684 -0.979 0.141
H 1.072 1.627 0.536
H -4.625 0.319 -0.463
O -4.046 -0.302 -0.129
*
```